[1]
The following is a DFT calculation (ωB97M-V with the def2-TZVPD basis set) of a molecular structure, C19H15BiBrNO5S3Se.

Net charge   0
Energy above the lowest of the compared OMol25 structures with the same formula, charge and spin   13.1 kcal per mole
LUMO level   -1.11 eV
Gap between HOMO and LUMO   7.6 eV

Atoms and positions in Å:
Bi: -0.6688 -0.3427 1.6011
C: -0.1696 4.5685 -1.6388
C: 0.5730 3.3743 -1.1114
C: 1.8239 2.9892 -1.5966
C: 2.4344 1.8296 -1.1486
C: 1.7564 1.0767 -0.2077
Br: 2.3203 -0.6102 0.4121
N: 0.5903 1.4475 0.2922
C: 0.0046 2.5624 -0.1445
H: 0.5105 5.2850 -2.0962
H: -0.7208 5.0701 -0.8443
H: -0.8982 4.2542 -2.3895
H: 2.3158 3.5958 -2.3473
H: 3.3957 1.5069 -1.5199
H: -0.9750 2.7789 0.2663
O: -2.1318 0.1877 0.2366
C: -2.5974 -0.0787 -1.0736
C: -3.7890 -1.0145 -0.9809
C: -3.8434 -2.1797 -0.2731
C: -5.0801 -2.8605 -0.4350
C: -5.9330 -2.1965 -1.2611
S: -5.2497 -0.7424 -1.8427
C: -3.0146 1.2677 -1.6493
C: -3.5548 2.3007 -0.9427
C: -3.9045 3.4093 -1.7609
C: -3.6309 3.1859 -3.0755
S: -2.9501 1.6368 -3.3273
C: -1.5074 -0.7047 -1.9353
C: -0.3743 -0.0859 -2.3911
C: 0.4792 -0.9546 -3.1135
C: -0.0348 -2.2158 -3.2025
S: -1.5387 -2.3466 -2.4206
H: -3.0147 -2.5503 0.3155
H: -5.3192 -3.7997 0.0418
H: -6.9316 -2.4811 -1.5493
H: -3.7003 2.2526 0.1271
H: -4.3454 4.3230 -1.3894
H: -3.8010 3.8489 -3.9082
H: -0.1855 0.9678 -2.2389
H: 1.4199 -0.6617 -3.5574
H: 0.4027 -3.0756 -3.6826
O: 1.8334 -3.4173 1.2326
Se: 0.3770 -3.1659 1.8583
O: 0.3867 -1.9325 2.9896
O: -0.5507 -2.2213 0.6841
O: -0.4913 -4.4335 2.2826

=====

[2]
The following is a DFT calculation (ωB97M-V with the def2-TZVPD basis set) of a molecular structure, C15H20Cl2N2SeTl.

Net charge   -1
LUMO level (alpha / beta)   2.43 / 2.43 eV
Gap between HOMO and LUMO (alpha / beta)   5.0 / 5.0 eV

Atoms and positions in Å:
Tl: 0.9771 -1.2780 -1.4931
Cl: 3.2685 -0.6053 -2.7542
Cl: -1.1429 -2.9033 -1.3106
C: -0.7690 1.6748 -0.5813
H: -0.0922 2.4819 -0.9060
H: -1.2165 1.0100 -1.3559
C: 2.9054 1.9398 0.6390
C: 2.1293 2.9750 0.2543
H: 2.6352 1.3388 1.5150
C: 2.3459 3.7498 -0.9915
H: 1.2590 3.2568 0.8345
C: 3.3776 3.0729 -1.9230
H: 1.4062 3.8839 -1.5378
H: 2.7247 4.7531 -0.7532
C: 4.5943 2.6219 -1.1085
H: 2.9248 2.1784 -2.3929
H: 3.6817 3.7743 -2.7219
C: 4.2014 1.5868 -0.0328
H: 5.3249 2.1789 -1.7955
H: 5.0225 3.5059 -0.6084
H: 4.1049 0.6024 -0.5296
H: 5.0311 1.5170 0.6933
C: -3.7032 -0.2526 -0.4083
N: -2.9293 -0.9458 0.6074
C: -1.8049 -0.4744 1.1938
Se: -1.1104 1.2919 1.1582
N: -1.2989 -1.5094 1.9216
C: -2.1033 -2.6525 1.7722
C: -1.9714 -3.9411 2.2638
C: -2.9320 -4.8828 1.8561
C: -3.9686 -4.5097 0.9777
C: -4.1069 -3.1898 0.5065
C: -3.1509 -2.2836 0.9541
H: -3.5466 0.8267 -0.2588
H: -4.7603 -0.5152 -0.2476
H: -3.3684 -0.5451 -1.4266
H: -0.4179 -1.4541 2.4370
H: -1.1464 -4.1805 2.9393
H: -2.8629 -5.9292 2.1911
H: -4.6496 -5.2838 0.6373
H: -4.8617 -2.8850 -0.2146

=====

[3]
The following is a DFT calculation (ωB97M-V with the def2-TZVPD basis set) of a molecular structure, C21H29BrOPd.

Net charge   0
Energy above the lowest of the compared OMol25 structures with the same formula, charge and spin   0.0 kcal per mole
LUMO level   0.08 eV
Gap between HOMO and LUMO   8.3 eV

Atoms and positions in Å:
Pd: 0.6485 -0.0958 -0.8929
C: 2.5087 3.7037 -0.7839
C: 1.1772 3.0351 -0.4409
C: 0.2661 2.9934 -1.6680
C: 1.3793 1.6822 0.2306
C: 0.4831 1.3679 1.3711
C: 0.8005 0.0396 2.0709
C: 2.1520 -0.5203 1.9731
C: 2.6101 -1.5014 3.0157
C: 2.9110 -0.1631 0.9254
C: 2.4688 0.8569 -0.0176
H: 2.3379 4.7337 -1.0997
H: 3.0037 3.1863 -1.6078
H: 3.1875 3.7158 0.0703
H: 0.6707 3.6514 0.3093
H: 0.6952 2.3654 -2.4501
H: 0.1356 4.0032 -2.0626
H: -0.7209 2.6014 -1.4130
H: 0.0282 2.1991 1.8960
H: 0.3353 -0.0529 3.0471
H: 2.5431 -2.5209 2.6275
H: 1.9858 -1.4521 3.9074
H: 3.6450 -1.3293 3.3113
H: 3.8927 -0.5949 0.7716
H: 3.1357 1.1098 -0.8297
C: -0.2106 0.1015 0.9515
C: -1.6549 -0.0801 1.3126
C: -2.2439 0.7143 2.2992
C: -3.5621 0.5241 2.6828
C: -4.3273 -0.4646 2.0801
C: -3.7580 -1.2603 1.1001
C: -2.4337 -1.0718 0.7222
H: -1.6699 1.4969 2.7800
H: -3.9929 1.1543 3.4504
H: -5.3580 -0.6125 2.3756
H: -4.3433 -2.0377 0.6247
H: -1.9950 -1.6977 -0.0389
C: 0.7062 -3.2271 -0.2971
C: 0.0692 -3.0172 -1.6490
O: -0.5727 -1.7296 -1.6961
C: -1.2206 -1.5090 -2.9629
C: -1.8648 -0.1467 -2.9631
H: 1.1053 -4.2414 -0.2450
H: -0.0204 -3.0984 0.5066
H: 1.5299 -2.5286 -0.1408
H: -0.7025 -3.7694 -1.8400
H: 0.8132 -3.0571 -2.4490
H: -1.9629 -2.3039 -3.0871
H: -0.4686 -1.5897 -3.7508
H: -2.5787 -0.0439 -2.1454
H: -2.3900 0.0051 -3.9068
H: -1.1030 0.6300 -2.8755
Br: 1.9291 -0.1537 -3.0994

=====

[4]
The following is a DFT calculation (ωB97M-V with the def2-TZVPD basis set) of a molecular structure, C4H7FN2.

Net charge   0
Energy above the lowest of the compared OMol25 structures with the same formula, charge and spin   76.0 kcal per mole
LUMO level   0.69 eV
Gap between HOMO and LUMO   9.6 eV

Atoms and positions in Å:
C: -0.2019 -1.0395 1.1644
C: -0.0462 0.2807 0.5483
C: 1.8373 0.5126 1.2885
C: -0.3897 0.6068 -0.9451
N: 1.0985 -1.6356 1.5472
N: 2.0046 -0.8671 1.6140
F: 1.6878 1.4538 2.1878
H: -0.6987 -0.9294 2.1210
H: -0.6440 -1.9328 0.6231
H: -0.5482 1.1658 1.0234
H: 2.4901 0.8235 0.4516
H: 0.3063 0.0281 -1.7173
H: -0.2727 1.7005 -1.1504
H: -1.4719 0.3183 -1.0861

=====

Number 1: energy -205404.971 eV. Number 2: energy -113944.917 eV. Number 3: energy -97816.969 eV. Number 4: energy -9955.485 eV.